Computed, not measured: a 13-piece molecular cluster, C52H104O23 overall in a non-equilibrium geometry, with ωB97M-V/def2-TZVPD.

Its total energy is -102693.7345 eV. Its net charge is 0. The energy above the lowest of the compared OMol25 structures with the same formula, charge and spin comes out at 854.1 kJ/mol. For the LUMO energy, the calculation gives 0.58 eV.

Positions of all 179 atoms, in Å:
H -1.6229 -0.1031 -1.2076
C -3.6634 -5.5812 2.5250
H 6.9457 -1.8787 0.2759
H 5.2731 -5.3002 0.8568
H -3.4467 -1.2510 2.3412
H -0.0169 -4.8434 6.8185
C 2.7658 0.3570 -6.2200
C 4.3138 2.1553 6.0467
H -1.9082 -4.1135 -1.6145
H 2.1263 0.3899 -7.1024
H -4.2043 3.1530 -7.9344
H -4.7838 0.0460 -2.8129
C -3.4285 -2.8014 -2.0516
O -3.4523 3.3610 -3.8537
C -2.9333 -4.6137 1.5627
O -2.2530 -2.9996 -4.0803
H 2.6389 -2.4629 -2.4220
H 1.4325 0.8725 4.7624
O 0.9110 -2.1022 6.2190
C -3.7579 3.9416 -7.3222
O 1.7922 3.9639 -4.1996
H -3.5026 4.7028 -8.0612
H -2.2401 -1.1913 -3.0375
H 0.9539 -0.5078 -5.2917
H 2.5427 -0.9034 -4.4820
C 0.2278 -3.1409 5.4332
H -0.1367 1.7781 -2.2511
C 1.9731 4.7581 -3.0499
C 0.7180 4.6445 -2.1476
H 3.7650 2.7507 -1.5828
H -2.4662 -5.2238 0.7881
C 1.9438 -0.1602 -5.0148
H 6.6103 -2.8104 -1.8906
O 1.0288 -5.9532 -1.3767
C 1.9113 -3.2153 -2.7315
H -3.4033 -5.0275 -1.7772
C -1.4925 6.3495 1.0673
H 2.1029 2.8030 -1.9139
C 2.1964 -6.7956 0.9207
H 0.6036 -3.0177 4.4241
H 2.1042 -6.8518 2.0022
H -6.7571 3.2476 0.5097
H -4.5926 -5.1420 2.8894
O 4.7071 1.0365 5.2277
H 0.3748 5.6444 -1.8734
O -1.3853 3.0424 2.0881
H -2.0090 1.0377 0.0836
H 1.2657 -2.6293 2.0612
O 2.3950 2.2997 -0.0185
C -2.8841 6.9175 0.9979
C 2.0548 4.4907 0.6160
H -1.9501 -3.1218 2.8741
H -3.4307 6.7184 1.9231
H 2.5416 3.1705 5.3525
H -2.0107 4.2684 -5.9426
H 3.5963 -0.4315 4.3053
H 3.9566 4.8748 -0.4577
C 2.9865 1.7735 -4.2964
H 2.3381 -2.1792 7.7969
H 2.1600 -4.7293 7.7082
O 1.2491 -0.6404 1.3315
H -0.9099 6.6986 0.2121
H 4.7109 -2.7474 1.8482
H 3.2284 -6.9348 0.6004
C 2.1622 3.0579 1.1390
C 0.6879 3.0914 -3.9411
C 3.1174 1.7996 -5.8154
H 0.7477 -2.6544 8.2025
C -1.2939 2.2036 3.2223
C 2.8164 3.0624 -1.1240
H -0.1097 -3.8008 -2.2660
C 0.7053 -3.2558 -1.7950
O -3.9191 1.2244 -4.3323
H -1.8277 2.2630 -2.1268
H -4.6220 4.3141 -6.7662
O -5.4133 -0.3513 2.1564
O -0.4313 4.8081 3.0831
C -3.4264 2.4231 -4.6076
H 1.0338 4.6430 0.2593
H -3.4416 6.4235 0.1981
H 2.3235 2.3397 6.9570
H 2.3536 0.2050 6.0440
H 2.5775 -1.5939 2.5889
H 0.8297 -5.2396 5.3430
O 1.6909 -5.4687 0.7035
H 4.5216 1.8816 7.0824
H -3.5791 1.2279 -2.3657
H -4.7167 -2.0723 1.3489
O -2.7429 2.3195 -5.7478
O -4.5994 0.2105 0.1406
H 3.9199 -4.3121 0.2146
H -2.4095 -6.8335 3.9460
H -0.2571 2.1338 3.5486
H -0.9105 -3.9957 1.7827
H 2.3568 5.2023 1.3824
H -4.7111 4.0197 1.5758
C -2.5334 3.4943 -6.5018
C -4.4387 1.0552 -3.0168
H -3.5389 -3.8350 1.1079
H -5.7172 2.2638 -0.5667
H 1.5605 -3.1009 -3.7579
H 2.8238 2.7430 -3.8328
C -4.5113 -1.4505 2.2239
H -4.5233 -2.8873 -2.1114
H 0.6851 4.0692 -1.2209
C 5.4655 -3.1421 1.1653
H 4.0649 2.1419 -6.2301
H -3.7415 -1.5931 -3.8212
H 1.5624 -7.4775 0.3572
C 1.5207 -1.6062 2.3442
H -1.6679 -5.0043 -3.9431
C 5.0009 -4.3634 0.3775
H -1.8538 3.2010 -7.3040
C 1.4654 -2.6903 7.3716
C -4.5185 3.4069 0.6942
H 2.7658 4.5160 -2.3260
O -0.9048 -1.3254 1.0374
H 6.2398 -3.4523 1.8710
H 4.8027 3.0528 5.6710
H 2.6409 5.1479 -1.4951
H -1.8018 1.2611 3.0327
H -0.8397 -2.9840 5.5745
C 1.2646 -5.1618 -0.5060
H -4.8437 -2.0312 3.0848
C -1.7895 -4.1072 2.4218
O 1.8216 0.9712 -4.1501
C -0.2436 3.9887 -3.1479
C 2.7750 2.2993 5.9678
H 5.2525 -1.2702 0.0777
H 2.7636 -3.9653 6.2337
C -2.6998 -5.8098 3.7067
C 5.7417 -2.8920 -1.2362
H -4.3455 4.0112 -0.1972
O -1.5040 -5.1059 3.3738
C 1.9067 -4.0300 6.9100
H 0.3652 -2.2253 -1.6976
H -3.3893 -2.3539 -1.0559
C -5.8489 2.6619 0.4394
O -1.5456 4.9364 1.1098
H -0.6415 4.6981 -3.8788
H 0.3395 2.8167 -4.9383
H -3.1766 -5.4606 4.6311
C 2.3672 1.0158 5.3037
H -0.5989 2.7444 -0.9296
O -0.0212 0.4658 0.0353
H -1.0378 6.8065 1.9490
C -2.4761 -4.3354 -3.6437
H -1.1313 3.5126 -2.7299
H 3.7922 1.2879 -3.7294
C 3.5748 0.6468 4.4716
C 0.7000 -4.4559 6.0889
H 2.3290 2.4736 -6.1543
H 3.5225 1.1678 3.5044
C 5.9054 -2.1406 0.0862
C -2.9175 -2.0186 -3.2449
H 1.0594 2.2087 -3.4042
H 4.8519 -2.4651 -1.7206
O -5.9897 1.5535 1.3584
O 1.1266 -3.8386 -0.5682
H 1.1450 2.8623 1.4793
H -2.9110 7.9944 0.8394
H 0.8926 -1.3272 3.1913
H -3.9033 -6.5124 2.0131
H 3.6928 -0.1548 -6.4718
H -3.3184 -4.7720 -4.2053
H 2.1098 5.8157 -3.2711
H -5.2449 1.7606 -2.8256
C -5.3210 0.4319 1.0733
C -1.0745 4.3313 2.1981
H 2.9251 3.0083 1.9165
C -2.8381 -4.1924 -2.1862
H 2.5157 -4.1261 -2.7224
C 2.9316 4.5424 -0.6317
C -0.9661 1.9222 -1.5540
H -3.6432 2.7826 0.8457
C -1.2417 0.7421 -0.6344
H -1.8563 2.5996 4.0753
C 0.0495 -0.6107 0.8173
O 5.5536 -4.2557 -0.9513

These are the Mulliken partial charges, in e, on atoms 1 to 2: -0.679 -0.805